1.
{
  "formula": "C3H2NOS2",
  "method": "ωB97M-V with the def2-TZVPD basis set",
  "spin_multiplicity": 1,
  "e_lumo_ev": 3.27,
  "max_force_ev_per_a": 3.69,
  "e_above_lowest_kj_mol": 355.74,
  "total_charge": -1,
  "symbols": ["C", "C", "C", "N", "O", "S", "S", "H", "H"],
  "positions_angstrom": [[1.462, 0.040, 0.006], [0.541, 0.242, -1.006], [-0.825, -0.030, 1.103], [-2.014, -0.255, 1.371], [-0.740, 0.232, -0.799], [1.135, 0.428, -2.545], [0.772, -0.105, 1.588], [2.276, -0.573, -0.224], [-2.608, 0.021, 0.508]],
  "nbo_charge": [-0.73, 0.21, 0.31, -0.72, -0.59, -0.46, 0.35, 0.23, 0.40]
}


2.
{
  "formula": "C4H6O2",
  "method": "ωB97M-V with the def2-TZVPD basis set",
  "spin_multiplicity": 1,
  "e_lumo_ev": 1.04,
  "max_force_ev_per_a": 0.31,
  "smiles": "C1O[C@H]1[C@H]1CO1",
  "e_above_lowest_kj_mol": 284.50,
  "symbols": ["C", "O", "C", "C", "C", "O", "H", "H", "H", "H", "H", "H"],
  "positions_angstrom": [[1.677, 0.554, 0.206], [1.768, -0.783, 0.671], [0.730, -0.470, -0.242], [-0.668, -0.527, 0.305], [-1.732, 0.309, -0.257], [-1.649, -1.074, -0.562], [1.353, 1.286, 0.946], [2.483, 0.877, -0.453], [0.844, -0.902, -1.237], [-0.730, -0.860, 1.343], [-1.496, 0.986, -1.080], [-2.580, 0.604, 0.360]],
  "nbo_charge": [-0.11, -0.48, 0.02, 0.02, -0.11, -0.48, 0.18, 0.19, 0.20, 0.20, 0.18, 0.19]
}